(1)
The following is a DFT calculation (ωB97M-V/def2-TZVPD) of a structure of composition C53H31N11O2SW at a distorted geometry.

Output
Molecular weight (g/mol): 1069.81
LUMO energy (alpha / beta) (eV): -1.8 / -1.8
E (a.u.): -3256.576980
Highest occupied orbital energy (alpha / beta) (hartree): -0.2308 / -0.2307
Spin multiplicity: 1

Geometry as XYZ:
```
99
C53H31N11O2SW | the OMol25 dataset | ωB97M-V/def2-TZVPD
W -0.33100 0.36719 -0.49993
C -0.13474 3.91827 5.03562
C -1.52428 3.72843 5.02819
C -2.16786 3.18448 3.93242
C -1.38223 2.80532 2.84988
C -1.71219 2.22389 1.55432
N -0.54595 1.92847 0.88290
C 0.48531 2.52986 1.56667
N 1.65433 2.83791 1.07835
C 1.98246 2.57975 -0.18571
C 3.22992 3.05531 -0.76454
C 4.19673 3.93825 -0.30231
C 5.27201 4.19613 -1.13540
C 5.37889 3.59137 -2.39546
C 4.41186 2.71383 -2.85525
C 3.33607 2.45635 -2.01664
C 2.15018 1.63077 -2.16880
N 1.99911 0.76239 -3.17180
C 0.86055 0.15708 -3.33781
N -0.29830 0.37983 -2.62479
C -1.33987 -0.13863 -3.36611
N -2.60623 0.11630 -3.21133
C -3.01758 0.87124 -2.19135
N -2.28543 1.24769 -1.10529
C -3.15160 1.80506 -0.19849
N -2.91743 2.16633 1.06276
C -4.48127 1.87592 -0.77595
C -5.67907 2.39946 -0.30277
C -6.78205 2.31119 -1.13261
C -6.69533 1.71882 -2.40228
C -5.50232 1.20148 -2.87265
C -4.39645 1.28988 -2.03563
C -0.80216 -0.92083 -4.47332
C -1.41506 -1.71409 -5.43445
C -0.59631 -2.33466 -6.36079
C 0.79319 -2.15123 -6.34156
C 1.39849 -1.34197 -5.39646
C 0.57705 -0.73846 -4.45411
N 1.34373 1.76704 -1.08499
C -0.00042 2.99349 2.85859
C 0.64287 3.56776 3.94811
H 0.33120 4.35088 5.91154
H -2.09892 4.02005 5.89776
H -3.24096 3.04847 3.91188
H 4.10872 4.39740 0.67332
H 6.04708 4.87935 -0.81240
H 6.23503 3.81823 -3.01761
H 4.48936 2.23691 -3.82308
H -5.73767 2.85277 0.67776
H -7.73372 2.70709 -0.80184
H -7.58186 1.66960 -3.02135
H -5.42585 0.73804 -3.84705
H -2.48952 -1.83901 -5.44490
H -1.03126 -2.97377 -7.11823
H 1.39966 -2.65516 -7.08296
H 2.46879 -1.18782 -5.37708
H 1.71396 3.71877 3.94089
O -1.80338 -0.64121 0.46344
C -2.60267 -1.52580 -0.10059
C -3.96868 -1.50256 0.21970
C -4.84821 -2.36555 -0.39631
C -4.40137 -3.31474 -1.32104
C -3.05824 -3.38157 -1.61157
C -2.14915 -2.48862 -1.02878
C -0.74304 -2.62415 -1.27983
N 0.09851 -1.72832 -0.90449
N 1.43932 -2.07697 -0.95345
C 2.07566 -1.19586 -0.24559
O 1.45032 -0.22555 0.36190
C 3.54820 -1.23995 -0.13184
C 4.28577 -2.24041 -0.76009
C 5.66658 -2.24512 -0.65834
C 6.31665 -1.25161 0.06501
C 5.58283 -0.25370 0.68976
C 4.19933 -0.24718 0.59476
H -4.31022 -0.76402 0.93444
H -5.90326 -2.30353 -0.15944
H -5.10066 -3.99242 -1.79085
H -2.68218 -4.12495 -2.30569
H -0.35035 -3.54362 -1.70985
H 3.76488 -3.00196 -1.32463
H 6.24039 -3.02244 -1.14637
H 7.39670 -1.25687 0.13977
H 6.08684 0.52143 1.25263
H 3.61193 0.51995 1.08282
S -0.27748 0.17117 4.98664
C -0.84417 -0.42042 3.45242
N -0.02055 -1.12175 2.76292
C 1.18368 -1.25297 3.43797
C 2.29304 -1.95760 2.96892
C 3.43662 -1.98373 3.73699
C 3.48896 -1.32236 4.97182
C 2.39760 -0.63062 5.45710
C 1.24232 -0.60173 4.67769
H -1.84109 -0.17924 3.10413
H 2.23634 -2.46805 2.01682
H 4.30784 -2.51877 3.38147
H 4.40046 -1.35408 5.55450
H 2.44099 -0.12249 6.41146
```

Mulliken atomic charges, in units of e: atom 1 (W): 3.009, atom 2 (C): -0.699, atom 3 (C): -0.743, atom 4 (C): -0.238, atom 5 (C): 0.353, atom 6 (C): -0.288, atom 7 (N): 0.107, atom 8 (C): 0.014, atom 9 (N): -0.442, atom 10 (C): -0.486, atom 11 (C): 0.490, atom 12 (C): -0.264, atom 13 (C): -0.704, atom 14 (C): -0.677, atom 15 (C): -0.363, atom 16 (C): 0.582, atom 17 (C): -0.552, atom 18 (N): -0.466, atom 19 (C): 0.017, atom 20 (N): -0.526, atom 21 (C): 0.056, atom 22 (N): -0.389, atom 23 (C): -0.427, atom 24 (N): -0.463, atom 25 (C): -0.378, atom 26 (N): -0.425, atom 27 (C): 0.467, atom 28 (C): -0.344, atom 29 (C): -0.675, atom 30 (C): -0.677, atom 31 (C): -0.300, atom 32 (C): 0.433, atom 33 (C): 0.359, atom 34 (C): -0.527, atom 35 (C): -0.650, atom 36 (C): -0.629, atom 37 (C): -0.566, atom 38 (C): 0.411, atom 39 (N): -0.394, atom 40 (C): 0.595, atom 41 (C): -0.361, atom 42 (H): 0.431, atom 43 (H): 0.407, atom 44 (H): 0.543, atom 45 (H): 0.559, atom 46 (H): 0.428, atom 47 (H): 0.429, atom 48 (H): 0.557, atom 49 (H): 0.560, atom 50 (H): 0.415, atom 51 (H): 0.416, atom 52 (H): 0.559, atom 53 (H): 0.547, atom 54 (H): 0.415, atom 55 (H): 0.416, atom 56 (H): 0.565, atom 57 (H): 0.549, atom 58 (O): -0.324, atom 59 (C): 0.368, atom 60 (C): -0.569, atom 61 (C): -0.707, atom 62 (C): -0.919, atom 63 (C): -0.824, atom 64 (C): 0.623, atom 65 (C): -0.602, atom 66 (N): 1.071, atom 67 (N): -1.719, atom 68 (C): 0.124, atom 69 (O): -0.202, atom 70 (C): 0.736, atom 71 (C): -0.515, atom 72 (C): -0.782, atom 73 (C): -0.587, atom 74 (C): -1.296, atom 75 (C): 0.220, atom 76 (H): 0.533, atom 77 (H): 0.467, atom 78 (H): 0.414, atom 79 (H): 0.465, atom 80 (H): 0.483, atom 81 (H): 0.452, atom 82 (H): 0.435, atom 83 (H): 0.425, atom 84 (H): 0.490, atom 85 (H): 0.650, atom 86 (S): -0.221, atom 87 (C): -0.349, atom 88 (N): -0.133, atom 89 (C): -0.618, atom 90 (C): -0.314, atom 91 (C): -0.605, atom 92 (C): -0.528, atom 93 (C): -0.606, atom 94 (C): 1.157, atom 95 (H): 0.527, atom 96 (H): 0.493, atom 97 (H): 0.438, atom 98 (H): 0.393, atom 99 (H): 0.423



(2)
The following is a DFT calculation (ωB97M-V/def2-TZVPD) of a structure of composition C53H36CdF5N5S3Te.

Output
Molecular weight (g/mol): 1174.11
LUMO energy (eV): 3.8
E (a.u.): -4444.785030
Charge: -2
Highest occupied orbital energy (hartree): -0.0323
Spin multiplicity: 1

Geometry as XYZ:
```
104
C53H36CdF5N5S3Te | the OMol25 dataset | ωB97M-V/def2-TZVPD
Cd -0.23284 -0.15073 0.35756
C -2.24197 4.62015 5.72796
C -2.72319 4.24548 4.48011
C -2.12094 3.20619 3.78965
C -1.02540 2.52944 4.33064
C -0.55240 2.91126 5.58062
C -1.15943 3.94978 6.27613
C -0.40906 1.46214 3.48941
C 0.67866 1.83118 2.68771
C 1.45295 3.04792 2.84142
C 2.45785 2.97905 1.93853
C 2.28086 1.73325 1.21659
C 3.12575 1.28193 0.19558
C 4.22459 2.19953 -0.22493
C 3.93776 3.24323 -1.10282
C 4.93286 4.12554 -1.49589
C 6.22860 3.97441 -1.01922
C 6.52394 2.93211 -0.15210
C 5.52750 2.04838 0.24057
C 2.98058 0.08755 -0.51918
N 1.95512 -0.79527 -0.41546
C 2.17765 -1.77312 -1.32802
C 1.31845 -2.85937 -1.58348
C 1.62102 -3.70019 -2.76979
C 2.77331 -4.48574 -2.83082
C 3.06987 -5.23752 -3.95731
C 2.22223 -5.21229 -5.05678
C 1.06839 -4.44194 -5.00674
C 0.76726 -3.69960 -3.87361
C 0.20519 -3.20127 -0.80353
C -0.55181 -4.43202 -0.94176
C -1.40079 -4.47705 0.11166
C -1.17231 -3.26804 0.87940
N -0.20769 -2.52437 0.28893
C -1.84893 -2.94171 2.06134
C -1.66469 -1.78060 2.82862
C -2.34614 -1.50997 4.07948
C -1.97035 -0.26593 4.46390
C -1.04347 0.20921 3.45974
N -0.86572 -0.73568 2.50967
C -2.93783 -3.85941 2.50113
C -2.67812 -5.06338 3.14959
C -3.71697 -5.89157 3.55343
C -5.03360 -5.53083 3.30704
C -5.30399 -4.33554 2.65327
C -4.26527 -3.50698 2.25728
C 3.40991 -1.50255 -2.04650
C 3.91150 -0.35420 -1.53731
N 1.20514 1.07164 1.69832
H -2.71092 5.43337 6.26991
H -3.56387 4.76652 4.03880
H -2.47931 2.91453 2.80996
H 0.29914 2.39520 6.00853
H -0.78276 4.24058 7.25038
H 1.25847 3.82770 3.56122
H 3.24260 3.69636 1.75789
H 2.91907 3.34906 -1.46273
H 4.69193 4.93561 -2.17394
H 7.00823 4.66325 -1.32458
H 7.53443 2.80862 0.22146
H 5.75696 1.23389 0.91776
H 3.42965 -4.51368 -1.96982
H 3.96415 -5.84987 -3.97724
H 2.45198 -5.80055 -5.93746
H 0.40139 -4.41667 -5.86141
H -0.13514 -3.09941 -3.83545
H -0.42819 -5.16083 -1.72843
H -2.11855 -5.24471 0.35699
H -3.01377 -2.19246 4.58270
H -2.26417 0.27784 5.34916
H -1.65082 -5.34830 3.34359
H -3.49891 -6.82293 4.06377
H -5.84401 -6.17963 3.61872
H -6.32995 -4.05178 2.45075
H -4.46806 -2.57434 1.74413
H 3.82558 -2.10606 -2.83670
H 4.81863 0.15561 -1.82168
Te -0.25973 2.52215 -1.38811
C -0.35136 4.53286 -0.68598
C -1.46185 5.33335 -0.62681
C -1.22251 6.65272 -0.15620
C 0.08514 6.87258 0.14876
S 1.01695 5.44963 -0.13776
H -2.44114 4.97008 -0.90973
H -1.98938 7.41234 -0.06285
H 0.55764 7.77222 0.51359
F -2.64474 0.20621 -1.72216
C -2.46912 -0.20767 -0.40775
F -3.01547 -1.49975 -0.41882
C -3.51096 0.59636 0.35651
F -4.78835 0.47185 -0.11108
F -3.57335 0.22144 1.65359
F -3.24333 1.91334 0.34587
S 0.32281 0.17783 -3.18711
C -0.26812 0.11581 -4.69362
N 0.50310 -0.09506 -5.82222
C -0.23866 -0.48680 -7.00114
C -1.51639 0.33321 -6.93760
S -1.95525 0.36044 -5.16384
H 1.37836 -0.55834 -5.62343
H -0.47653 -1.55992 -7.00435
H 0.33697 -0.24825 -7.89845
H -2.33475 -0.10628 -7.50389
H -1.33777 1.35831 -7.26174
```

Here are the Mulliken charges for atoms 1 to 99, given in e: atom 1 (Cd): 2.860, atom 2 (C): -0.342, atom 3 (C): -0.844, atom 4 (C): 0.187, atom 5 (C): -1.049, atom 6 (C): -0.009, atom 7 (C): -0.710, atom 8 (C): 1.681, atom 9 (C): 0.545, atom 10 (C): -1.396, atom 11 (C): -1.242, atom 12 (C): 0.360, atom 13 (C): 1.293, atom 14 (C): -0.843, atom 15 (C): 0.501, atom 16 (C): -0.911, atom 17 (C): -0.329, atom 18 (C): -0.719, atom 19 (C): 0.006, atom 20 (C): 0.312, atom 21 (N): -0.267, atom 22 (C): 0.310, atom 23 (C): 1.637, atom 24 (C): -0.602, atom 25 (C): -0.028, atom 26 (C): -0.809, atom 27 (C): -0.308, atom 28 (C): -0.980, atom 29 (C): -0.279, atom 30 (C): 0.238, atom 31 (C): -1.347, atom 32 (C): -1.403, atom 33 (C): 0.086, atom 34 (N): -0.447, atom 35 (C): 1.703, atom 36 (C): 0.194, atom 37 (C): -1.142, atom 38 (C): -1.353, atom 39 (C): -0.060, atom 40 (N): -0.449, atom 41 (C): -0.952, atom 42 (C): 0.173, atom 43 (C): -0.789, atom 44 (C): -0.391, atom 45 (C): -0.773, atom 46 (C): 0.206, atom 47 (C): -1.300, atom 48 (C): -1.441, atom 49 (N): -0.419, atom 50 (H): 0.348, atom 51 (H): 0.399, atom 52 (H): 0.533, atom 53 (H): 0.436, atom 54 (H): 0.370, atom 55 (H): 0.421, atom 56 (H): 0.445, atom 57 (H): 0.408, atom 58 (H): 0.409, atom 59 (H): 0.338, atom 60 (H): 0.363, atom 61 (H): 0.433, atom 62 (H): 0.487, atom 63 (H): 0.366, atom 64 (H): 0.375, atom 65 (H): 0.385, atom 66 (H): 0.657, atom 67 (H): 0.452, atom 68 (H): 0.428, atom 69 (H): 0.446, atom 70 (H): 0.496, atom 71 (H): 0.429, atom 72 (H): 0.359, atom 73 (H): 0.335, atom 74 (H): 0.386, atom 75 (H): 0.384, atom 76 (H): 0.446, atom 77 (H): 0.397, atom 78 (Te): -0.096, atom 79 (C): 0.102, atom 80 (C): -0.515, atom 81 (C): -0.518, atom 82 (C): -0.633, atom 83 (S): 0.016, atom 84 (H): 0.403, atom 85 (H): 0.324, atom 86 (H): 0.354, atom 87 (F): -0.220, atom 88 (C): -0.616, atom 89 (F): -0.346, atom 90 (C): 0.580, atom 91 (F): -0.346, atom 92 (F): -0.212, atom 93 (F): -0.207, atom 94 (S): 0.218, atom 95 (C): -0.403, atom 96 (N): -0.248, atom 97 (C): -0.584, atom 98 (C): -0.553, atom 99 (S): -0.086



- Which value of molecular weight does entry 2 give?
  1174.11 g/mol



- Among the records above, which one has the lowest E?
  C53H36CdF5N5S3Te